This record from OMol25 describes C19H14F10N3OS2Y as an isolated structure. The level of theory is wB97M-V/def2-TZVPD.

Summary:
Relative energy (zero: lowest compared OMol25 entry of this formula, charge and spin) ... 1.6 kcal per mole
HOMO ... -7.92 eV
Lowest unoccupied orbital energy ... 0.17 eV

```
50
Properties=species:S:1:pos:R:3:forces:R:3
Y 0.2597 -0.1166 0.1077 -0.16 0.09 -0.13
S -0.5611 0.7351 -2.4585 0.02 -0.03 0.10
S -2.4751 0.1828 -0.2308 0.08 -0.07 0.03
F 0.7183 4.7422 -0.7712 0.00 0.00 -0.01
F -2.2487 5.3246 2.8278 0.00 -0.01 0.00
F 1.1022 2.1761 -0.0293 0.02 0.06 0.05
F 3.6055 0.2037 -3.6831 -0.01 0.00 0.00
F 1.4154 -4.4971 -2.0443 0.00 -0.01 -0.01
F 2.7014 -4.3577 -4.3722 -0.01 -0.01 0.01
F 3.8035 -2.0351 -5.2549 0.00 0.00 0.00
F 2.3466 0.0826 -1.2877 -0.01 -0.02 -0.01
F -0.9828 6.3616 0.6549 0.00 0.00 0.00
F -1.9030 2.8174 3.5896 -0.01 0.00 0.00
O -2.9593 1.7867 -2.1548 -0.07 -0.08 0.02
N -0.0948 1.0561 2.0468 0.10 -0.23 -0.19
N 1.2312 -2.1214 -0.3411 -0.25 0.24 0.10
N -0.2577 -1.7475 1.9536 0.00 -0.07 0.08
C 0.7250 -2.8515 1.8680 0.00 0.02 -0.01
C 3.0797 -0.9525 -3.2824 0.03 0.03 0.02
C 3.1830 -2.0834 -4.0731 0.01 -0.03 -0.01
C -0.3713 2.3667 1.8098 0.00 0.14 0.05
C -1.4188 4.5560 2.1226 0.01 0.02 -0.01
C 2.4393 -1.0474 -2.0702 -0.02 -0.03 0.03
C 0.9290 -3.3106 0.4358 0.04 -0.05 0.01
C -0.7080 0.3708 3.1727 -0.01 0.01 0.05
C -0.7773 5.0923 1.0194 -0.02 0.01 0.02
C -0.1134 -1.0224 3.2368 0.04 -0.02 -0.02
C -1.6190 -2.2988 1.8424 0.02 0.02 -0.02
C -2.6961 2.5197 -3.3593 0.05 0.04 -0.04
C -2.0494 0.9616 -1.6763 0.03 0.11 -0.13
C -1.2254 3.2405 2.5062 0.01 -0.01 -0.01
C 2.6253 -3.2636 -3.6146 0.01 -0.01 -0.02
C 1.9737 -3.3240 -2.3951 0.01 0.00 0.04
C 0.0758 4.2771 0.2992 0.01 0.01 -0.02
C 0.2475 2.9757 0.7052 0.01 -0.05 0.06
C 1.8526 -2.2102 -1.5520 0.10 -0.09 -0.07
H -1.7785 -2.7246 0.8530 0.00 0.00 0.00
H -1.8588 3.1993 -3.2086 0.00 -0.01 0.01
H -3.6082 3.0726 -3.5584 -0.01 0.00 0.01
H 0.9548 -0.9210 3.4362 0.00 -0.01 0.00
H -2.3569 -1.5146 1.9929 0.00 0.00 0.00
H -0.5566 -1.6066 4.0527 0.00 0.01 0.01
H -0.5011 0.8566 4.1311 0.00 0.03 -0.01
H -2.4694 1.8417 -4.1797 -0.01 -0.02 0.01
H 1.7539 -4.0302 0.4350 0.00 0.00 -0.03
H 0.0480 -3.8495 0.0699 0.00 0.00 -0.01
H -1.8000 0.3213 3.0807 0.00 0.01 0.00
H 0.4137 -3.6832 2.5124 0.02 -0.01 0.01
H -1.7740 -3.0785 2.5973 0.00 0.00 0.01
H 1.6791 -2.4728 2.2378 0.00 0.01 0.01
```
Forces are in eV/Å.